Below is C24H31HfN3O3P as an isolated structure, with properties calculated with the ωB97M-V functional and the def2-TZVPD basis.

Each line ends with the natural charge from an NBO analysis.
Cartesian coordinates (Å):
Hf1 -0.348 0.026 -0.067  2.4665
C1 2.225 -4.558 2.380  -0.1560
C2 2.071 -4.133 1.050  -0.1552
C3 1.884 -2.816 0.684  -0.2730
C4 1.706 -1.882 1.655  0.1129
C5 1.704 -2.236 3.021  -0.2178
C6 1.956 -3.617 3.338  -0.1636
N1 1.405 -0.582 1.301  -0.3954
N2 1.892 0.372 2.057  -0.0136
C7 1.291 1.636 1.843  0.1205
C8 1.767 2.772 2.462  -0.1624
C9 1.151 4.002 2.380  -0.1524
C10 0.008 4.170 1.590  -0.1386
C11 -0.471 3.031 0.928  -0.1561
C12 0.129 1.767 1.040  -0.7534
H1 2.456 -5.593 2.651  0.2680
H2 2.208 -4.835 0.228  0.2394
H3 1.851 -2.603 -0.386  0.2274
H4 1.628 -1.453 3.746  0.2461
H5 1.920 -3.879 4.367  0.2486
H6 2.677 2.763 3.096  0.2665
H7 1.553 4.816 2.916  0.2576
H8 -0.531 5.149 1.407  0.2668
H9 -1.422 3.080 0.492  0.2124
N3 -1.542 -1.782 0.881  -0.9271
C13 -2.306 -0.731 1.512  0.1300
C14 -2.185 -0.417 2.859  -0.2057
C15 -2.802 0.762 3.358  -0.0940
C16 -3.502 1.541 2.492  -0.1934
C17 -3.534 1.376 1.162  -0.1067
C18 -2.966 0.194 0.633  -0.4208
H10 -0.994 -2.327 1.530  0.4440
H11 -2.101 -2.545 0.440  0.4537
H12 -1.656 -1.092 3.471  0.2480
H13 -2.804 1.007 4.446  0.2797
H14 -3.958 2.470 2.835  0.2640
H15 -4.172 1.984 0.502  0.2635
H16 -3.186 -0.164 -0.369  0.2573
C19 -2.638 2.443 -2.514  -0.6342
C20 -1.758 1.408 -3.257  -0.0414
O1 -0.772 0.942 -2.199  -0.9239
P1 0.458 -0.007 -2.749  1.7413
O2 -0.065 -1.385 -1.950  -0.8722
C21 -0.396 -2.429 -2.847  -0.0962
C22 0.594 -2.625 -3.966  -0.6841
O3 1.395 0.301 -1.458  -0.9237
C23 2.530 1.335 -1.538  -0.0524
C24 3.222 1.168 -2.876  -0.6881
H17 -3.541 2.647 -3.120  0.2769
H18 -2.003 3.306 -2.315  0.2412
H19 -3.063 2.015 -1.624  0.2016
H20 -1.162 1.829 -4.029  0.2285
H21 -2.302 0.474 -3.558  0.2094
H22 -1.417 -2.222 -3.299  0.1990
H23 -0.525 -3.366 -2.261  0.2294
H24 0.735 -1.699 -4.555  0.2287
H25 0.356 -3.444 -4.624  0.2878
H26 1.598 -3.003 -3.627  0.2435
H27 3.153 1.000 -0.620  0.2391
H28 2.190 2.371 -1.431  0.2273
H29 3.605 0.102 -2.919  0.2431
H30 4.186 1.685 -2.877  0.2928
H31 2.621 1.481 -3.718  0.2390

Calculated values
Net charge   +3
Highest occupied orbital energy (spin up / spin down)   -17.3 / -17.3 eV
Largest force on an atom   4.17 eV/Å